(1)
Below is a molecular structure, C27H20AsF5N5O5PS6Zr in a non-equilibrium geometry, with properties calculated with wB97M-V/def2-TZVPD.

CARTESIAN COORDINATES (ANGSTROEM)
Zr -1.11886 -0.77066 -1.99320
N -3.99968 -1.72080 1.55167
C -2.91263 -1.05955 1.13861
N -2.84600 -1.11760 -0.16870
C -3.94181 -1.84425 -0.51205
N -4.67881 -2.23379 0.49967
C -4.26732 -2.05656 -1.92946
C -5.36418 -2.73542 -2.39677
N -5.63767 -2.81560 -3.71367
C -4.81238 -2.18709 -4.52420
C -3.70403 -1.45872 -4.05915
N -3.44805 -1.38859 -2.76817
H -4.31663 -1.87786 2.49153
H -2.19724 -0.61036 1.80817
H -6.03603 -3.24483 -1.71952
H -5.00554 -2.24773 -5.58879
H -3.03362 -0.93729 -4.72733
O -2.63675 3.23788 -1.37220
C -2.16625 2.15903 -1.06576
O -2.28959 1.05045 -1.72941
C -1.42528 2.00859 0.26263
P 0.05999 0.92110 0.14007
C 1.36809 2.09204 -0.34960
C 1.07740 3.38230 -0.78308
C 2.10256 4.22174 -1.19915
C 3.41775 3.77903 -1.18289
C 3.70644 2.48704 -0.76082
C 2.68580 1.63866 -0.35461
C 0.36466 0.68550 1.93109
C 0.18073 -0.55837 2.52901
C 0.32961 -0.70399 3.90520
C 0.69420 0.38335 4.68671
C 0.91333 1.61911 4.08969
C 0.74857 1.76881 2.72074
H -2.11243 1.48168 0.93009
H -1.22302 2.97746 0.71594
H 0.05444 3.73136 -0.84568
H 1.86551 5.21860 -1.55077
H 4.21490 4.43772 -1.50793
H 4.72781 2.12747 -0.74817
H 2.91740 0.62876 -0.02456
H -0.04293 -1.42414 1.91900
H 0.19967 -1.68068 4.35497
H 0.84116 0.26058 5.75309
H 1.23390 2.46235 4.68943
H 0.93797 2.72871 2.25398
S 0.29330 -4.99055 -4.78169
As -0.53893 -3.18948 -4.00622
S -1.51050 -3.36351 -1.72310
S -0.26979 -2.61774 -0.31492
S 1.02778 -1.98260 -3.00351
C 1.15709 0.67076 -5.11603
S -0.21903 1.15679 -4.11637
O -0.63968 2.45336 -4.56357
O 0.24256 1.07629 -2.70335
O -1.23879 0.06839 -4.24876
H 1.58058 1.56895 -5.55901
H 0.79001 -0.01002 -5.87996
H 1.85835 0.14348 -4.47709
F 3.84054 -0.59817 6.84885
C 3.68965 -0.87106 5.53235
C 4.02302 0.06070 4.57074
F 4.50097 1.26184 4.96124
C 3.85355 -0.22166 3.23012
F 4.19314 0.75373 2.36648
C 3.33978 -1.43855 2.74068
S 3.04923 -1.75466 1.07937
C 3.02423 -2.35004 3.76664
F 2.49671 -3.54686 3.45424
C 3.19100 -2.08643 5.11119
F 2.84005 -3.00842 6.03604

Atoms 1-3, force components in eV/Å:
0.28 0.30 1.07
-0.02 0.00 -0.09
0.05 -0.18 0.05

Properties
Net charge: -2
LUMO level, eV: 3.572
HOMO-LUMO gap, eV: 5.62
Relative energy (zero: lowest compared OMol25 entry of this formula, charge and spin), kcal per mole: 39.9
HOMO, eV: -2.048
M, g mol⁻¹: 979.00



(2)
Below is 10 unconnected molecules or ions with the total composition C44H118N10O12 in a non-equilibrium geometry, with properties calculated with wB97M-V/def2-TZVPD.

CARTESIAN COORDINATES (ANGSTROEM)
C 2.48647 2.02910 -3.18743
O 2.81261 1.95127 -1.81900
C 4.24693 1.70389 -1.68470
C 4.71480 1.85457 -0.24973
C 4.50618 3.28630 0.29679
N 6.13009 1.49768 -0.08839
H 2.86535 2.96837 -3.56429
H 1.42108 1.98026 -3.22968
H 2.84060 1.24089 -3.82169
H 4.43538 0.69570 -1.97263
H 4.80589 2.37657 -2.34681
H 4.12450 1.16276 0.34622
H 3.49491 3.69922 0.08224
H 5.21244 3.93999 -0.21928
H 4.73859 3.32402 1.36251
H 6.64562 2.24637 -0.52804
H 6.42637 0.63768 -0.50994
C -4.03388 2.08878 -7.37907
O -3.92516 0.89580 -6.73316
C -4.55064 0.97013 -5.47458
C -4.84914 -0.40965 -4.97486
C -5.55685 -0.40807 -3.64061
N -3.58260 -1.12305 -4.94127
H -3.52953 1.89194 -8.30634
H -3.52232 2.88160 -6.80711
H -5.08082 2.38605 -7.55290
H -3.94314 1.53567 -4.73358
H -5.53659 1.46965 -5.50045
H -5.51846 -0.86716 -5.72016
H -6.50044 0.16776 -3.75348
H -4.94254 0.04717 -2.90156
H -5.67282 -1.41112 -3.26582
H -3.79528 -2.09455 -4.78947
H -3.01323 -1.00138 -5.75810
C -2.28073 -0.43561 6.06642
O -2.30600 0.87069 5.63671
C -1.11938 1.31801 5.09425
C -0.95698 2.78868 5.17946
C -2.24081 3.52886 4.75127
N 0.14312 3.29586 4.34421
H -2.12919 -1.02174 5.17069
H -3.20605 -0.70440 6.56898
H -1.36612 -0.63716 6.66777
H -0.24143 0.89181 5.66394
H -1.05017 0.96473 4.03832
H -0.63697 3.00786 6.20806
H -2.09626 4.61770 4.79670
H -3.04042 3.21261 5.43814
H -2.39568 3.25634 3.72236
H -0.07949 3.30402 3.36331
H 0.96514 2.71714 4.38268
C 1.93459 -0.92214 -5.68094
O 1.26293 0.32686 -5.49080
C 0.21005 0.53769 -6.39080
C -0.33835 1.93576 -6.35493
C 0.70751 2.97597 -6.68149
N -1.06906 2.23581 -5.13845
H 2.98705 -0.80623 -5.33581
H 1.93156 -1.15918 -6.75525
H 1.36994 -1.73281 -5.16418
H 0.58235 0.33519 -7.45158
H -0.66725 -0.16164 -6.22251
H -1.07081 1.92052 -7.20051
H 0.24401 3.92193 -6.92396
H 1.37155 2.58315 -7.43632
H 1.30333 3.26719 -5.79743
H -0.47244 2.72007 -4.47878
H -1.38310 1.43497 -4.61486
C -1.38726 -2.78367 2.43117
O -0.94607 -2.80164 3.76375
C 0.36315 -2.36877 3.87785
C 0.75689 -2.71952 5.27859
C 2.19859 -2.19183 5.57929
N 0.74084 -4.22606 5.34333
H -2.46156 -2.88735 2.42425
H -0.90388 -3.58728 1.82055
H -1.06656 -1.82474 1.95762
H 0.99759 -2.83299 3.13260
H 0.31022 -1.27771 3.80430
H 0.13037 -2.20969 5.99239
H 2.54333 -2.40944 6.59780
H 2.21745 -1.11926 5.40897
H 2.88083 -2.62746 4.85766
H 1.20165 -4.57288 6.16731
H -0.20836 -4.54131 5.27758
C 5.48687 -1.19482 2.76409
O 4.43858 -0.30861 2.66896
C 4.79462 0.99437 3.16474
C 3.57828 1.85988 3.33852
C 4.01280 3.05908 4.12749
N 2.54318 1.10352 4.04365
H 5.17034 -2.10707 2.30333
H 5.77295 -1.37621 3.81074
H 6.36317 -0.73391 2.28659
H 5.33153 0.96938 4.14421
H 5.49282 1.50908 2.44671
H 3.15755 2.19845 2.39204
H 4.87932 3.45712 3.61540
H 4.42827 2.76462 5.09763
H 3.22807 3.81513 4.24262
H 2.85250 0.97592 4.98621
H 2.43216 0.17613 3.59950
C 2.31624 -5.78945 2.74258
O 2.38549 -5.03508 1.54634
C 3.29687 -3.94150 1.65412
C 3.53830 -3.27603 0.30222
C 2.19616 -3.06169 -0.42801
N 4.56203 -4.15102 -0.42467
H 1.43930 -6.49888 2.65953
H 2.23475 -5.10207 3.57403
H 3.25349 -6.33137 2.90819
H 2.97441 -3.22341 2.46041
H 4.26929 -4.30256 2.12982
H 4.03155 -2.33585 0.51549
H 1.56887 -3.94483 -0.49314
H 2.42396 -2.88060 -1.48257
H 1.66256 -2.25339 0.06335
H 4.10024 -5.01520 -0.68809
H 4.94443 -3.76398 -1.30804
C 1.49556 0.43663 0.87718
O 0.30119 -0.21812 0.42846
C 0.16287 0.04310 -0.96729
C -1.06861 -0.51786 -1.64350
C -1.11458 -2.01372 -1.43843
N -1.00546 -0.12087 -3.11520
H 1.38416 1.52971 0.75532
H 2.40532 0.06387 0.37482
H 1.63469 0.25857 1.92169
H 0.24161 1.12064 -1.09778
H 1.05202 -0.30888 -1.55332
H -1.90811 0.00672 -1.24970
H -0.33757 -2.49035 -2.06110
H -2.06407 -2.41131 -1.78726
H -0.77524 -2.35685 -0.48093
H -1.77108 -0.57911 -3.59331
H -0.17779 -0.56972 -3.52249
C -4.96884 -1.83311 3.35174
O -4.77009 -3.18191 3.02378
C -5.13920 -3.41953 1.68936
C -4.78895 -4.83223 1.34968
N -4.87966 -5.06676 -0.08492
C -3.69891 -4.60170 -0.79411
C -3.84454 -4.79458 -2.32209
O -4.09257 -6.22279 -2.47021
C -4.57520 -6.63072 -3.75615
H -4.26197 -1.63484 4.15076
H -5.97965 -1.60093 3.66104
H -4.77629 -1.21262 2.44188
H -4.59691 -2.72612 0.99295
H -6.20553 -3.18165 1.53689
H -5.46571 -5.47237 1.92245
H -3.77962 -5.08716 1.67057
H -4.94976 -6.07978 -0.25715
H -2.81672 -5.11501 -0.41884
H -3.49507 -3.54298 -0.56684
H -2.93056 -4.58305 -2.84705
H -4.65323 -4.20375 -2.72563
H -5.41999 -6.00865 -3.91694
H -4.89326 -7.67040 -3.57806
H -3.80103 -6.56878 -4.51702
C 3.39321 7.62491 0.31778
O 2.16227 7.36996 1.11836
C 1.31067 6.50557 0.41495
C 0.15153 6.14551 1.28971
N -0.87517 5.22716 0.72438
C -0.36609 3.87170 0.51990
C -1.55973 2.99918 0.09573
O -2.07569 3.60217 -1.09571
C -3.02869 2.77057 -1.72385
H 3.66223 8.65665 0.56506
H 3.10336 7.46843 -0.70300
H 4.17343 6.87329 0.51553
H 1.89930 5.63957 0.05231
H 0.85419 7.05716 -0.43452
H -0.46604 7.01587 1.51395
H 0.46250 5.68745 2.21527
H -1.24823 5.59995 -0.15220
H 0.03070 3.49625 1.46447
H 0.38683 3.83401 -0.29606
H -2.34948 3.05510 0.86370
H -1.25246 1.96590 -0.05077
H -3.55595 2.20483 -0.95801
H -2.55219 2.04164 -2.36648
H -3.68104 3.40996 -2.36111

Atoms 1-3, force components in eV/Å:
-0.25 0.59 0.57
1.88 -0.57 0.35
-1.27 0.95 0.31

Properties
LUMO level, eV: 0.373
HOMO-LUMO gap, eV: 8.92
Relative energy (zero: lowest compared OMol25 entry of this formula, charge and spin), kcal per mole: 7.2
HOMO, eV: -8.548
M, g mol⁻¹: 979.49



(3)
Below is a molecular structure, C22H36ClNOP2Tc in a non-equilibrium geometry, with properties calculated with wB97M-V/def2-TZVPD.

CARTESIAN COORDINATES (ANGSTROEM)
Tc 0.03225 -0.20147 -0.23566
P 2.42955 -0.42724 -0.60713
P -2.36831 -0.10594 -0.25876
N -0.02776 0.61295 -1.85012
H 1.22892 -2.56748 1.37206
C 2.95383 -1.92990 -1.50046
H 4.05092 -2.00055 -1.54600
H 2.55218 -1.89050 -2.52119
H 2.54917 -2.81606 -0.99376
C 3.47898 -0.42066 0.88877
H 4.54154 -0.50254 0.62776
H 3.20312 -1.27011 1.52453
H 3.32164 0.50407 1.45686
C 3.14746 0.92157 -1.62430
H 4.24441 0.90613 -1.58258
H 2.79546 1.89723 -1.27003
H 2.83225 0.80657 -2.66833
C -3.16437 -1.54197 -1.05253
H -4.25794 -1.46749 -0.96846
H -2.81264 -2.46021 -0.56528
H -2.87390 -1.57036 -2.10999
C -3.06333 -0.14550 1.42052
H -4.15606 -0.21540 1.36891
H -2.77572 0.75609 1.97198
H -2.66930 -1.02375 1.94709
C -3.09741 1.33804 -1.09746
H -4.18631 1.35482 -0.96284
H -2.86881 1.28812 -2.16988
H -2.66990 2.26332 -0.69418
C -0.02337 1.41151 -2.94199
C 0.03078 1.69295 -5.36100
C -0.01248 0.85249 -4.25907
C -0.01087 2.83486 -2.78477
C 0.03132 3.65210 -3.90369
C 0.05062 3.08832 -5.18894
H 0.05505 1.26260 -6.35911
H -0.03222 -0.23529 -4.33644
H -0.02349 3.23239 -1.76674
H 0.05446 4.73120 -3.76802
H 0.08964 3.74182 -6.06023
C 0.18640 -2.91362 1.20445
O -0.37776 -2.08549 0.19174
C 0.22018 -4.34161 0.67667
H 0.09143 -5.05111 1.49988
H 1.18512 -4.53777 0.20626
H -0.56888 -4.52246 -0.06259
C -0.56940 -2.84529 2.52320
H -1.56285 -3.29714 2.41318
H -0.68520 -1.82705 2.91021
H -0.01261 -3.41909 3.27939
Cl -1.77490 3.29805 2.17918
C -0.84444 2.12245 3.05144
C -1.06070 1.96879 4.42061
C -0.35495 0.98507 5.13519
C 0.56329 0.17172 4.46700
C 0.79692 0.35950 3.10235
C 0.11698 1.33608 2.36779
C 0.42381 1.51485 0.90288
H -1.77637 2.61328 4.92668
H -0.51017 0.86388 6.21167
H 1.11624 -0.60955 4.99776
H 1.54280 -0.25758 2.59512
H -0.20235 2.29435 0.45020
H 1.47803 1.82302 0.78019

Atoms 1-3, force components in eV/Å:
-0.12 -0.01 -0.50
0.39 0.19 0.24
-0.35 0.19 0.55

Properties
LUMO level (alpha / beta), eV: 0.666 / -0.082
HOMO-LUMO gap (alpha / beta), eV: 6.75 / 7.05
HOMO (alpha / beta), eV: -6.087 / -7.135
M, g mol⁻¹: 525.94
Multiplicity: 4